# 1
ORCA calculation (ωB97M-V/def2-TZVPD) on a cluster of 2 separate species, C4H13NO in total in a non-equilibrium geometry.

Structure (ORCA input):
```
! RIJCOSX wB97M-V def2-TZVPD def2/J DEFGRID3
* xyz 0 1
C 0.828 -2.026 0.483
C 0.939 -0.858 -0.594
N -0.177 0.024 -0.275
C -0.569 0.263 1.251
C -0.965 1.777 1.387
H 1.213 -1.720 1.433
H -0.265 -2.301 0.773
H 1.428 -2.963 0.215
H 0.989 -1.283 -1.535
H 1.862 -0.167 -0.423
H -0.902 -0.427 -0.623
H -1.498 -0.319 1.486
H 0.246 0.091 1.927
H -1.384 2.296 0.537
H -0.156 2.445 1.762
H -1.707 2.012 2.164
O 0.218 0.829 -3.541
H 0.436 1.788 -3.521
H -0.536 0.536 -2.906
*
```

Values from the calculation:
SMILES: CCNCC.O
Frontier orbital gap in eV: 9.75
Relative energy (zero: lowest compared OMol25 entry of this formula, charge and spin) in eV: 2.3371
E in eV: -7894.3238

Atomic partial charges in e from the natural (NBO) method, atoms 1 to 8: C -0.6415; C -0.2157; N -0.6277; C -0.2354; C -0.6284; H 0.2013; H 0.2008; H 0.2088

---

# 2
ORCA calculation (ωB97M-V/def2-TZVPD) on a cluster of 2 separate species, C4H13NO in total in a non-equilibrium geometry.

Structure (ORCA input):
```
! RIJCOSX wB97M-V def2-TZVPD def2/J DEFGRID3
* xyz 0 1
C 0.340 -0.511 -0.750
C 0.731 0.820 0.065
C -0.419 1.397 1.011
C 2.009 0.553 0.913
N 3.191 0.180 0.066
H 0.978 -1.370 -0.561
H 0.549 -0.258 -1.818
H -0.697 -0.805 -0.511
H 0.978 1.655 -0.623
H -1.130 0.500 1.191
H 0.045 1.774 1.900
H -0.784 2.281 0.571
H 1.677 -0.082 1.870
H 2.328 1.503 1.416
H 3.041 -0.214 -0.849
H 3.752 -0.371 0.604
O -4.806 -1.973 -1.078
H -5.122 -1.987 -2.032
H -5.474 -1.651 -0.426
*
```

Values from the calculation:
SMILES: CC(C)CN.O
Frontier orbital gap in eV: 9.86
Relative energy (zero: lowest compared OMol25 entry of this formula, charge and spin) in eV: 1.5966
E in eV: -7895.0643

Atomic partial charges in e from the natural (NBO) method, atoms 1 to 8: C -0.6326; C -0.2154; C -0.6102; C -0.2140; N -0.8517; H 0.2087; H 0.2115; H 0.2174

---

# 3
ORCA calculation (ωB97M-V/def2-TZVPD) on a cluster of 3 separate species, C4H13NO2 in total in a non-equilibrium geometry.

Structure (ORCA input):
```
! RIJCOSX wB97M-V def2-TZVPD def2/J DEFGRID3
* xyz -1 2
C 0.489 0.008 -2.234
C -0.242 0.509 -1.028
C -1.513 1.008 -1.150
C 1.791 -0.348 0.311
N 0.563 0.551 0.180
H -0.235 -0.088 -3.128
H 0.645 -1.120 -2.082
H 1.461 0.535 -2.492
H -1.944 0.752 -2.175
H -1.971 1.763 -0.589
H 2.478 -0.166 -0.515
H 1.573 -1.364 0.219
H 2.163 -0.266 1.292
H 0.158 0.984 1.089
H -0.869 -0.136 2.666
H 0.230 0.616 3.542
O -0.479 0.769 2.860
H -1.337 -0.694 0.570
H -1.282 -2.084 1.284
O -1.680 -1.229 1.380
*
```

Values from the calculation:
Frontier orbital gap (alpha / beta) in eV: 2.84 / 8.10
Relative energy (zero: lowest compared OMol25 entry of this formula, charge and spin) in eV: 1.4632
E in eV: -9941.3341

Atomic partial charges in e from the natural (NBO) method, atoms 1 to 8: C -0.7054; C 0.1747; C -0.6049; C -0.7157; N -0.6834; H 0.2138; H 0.2115; H 0.2269

---

# 4
ORCA calculation (ωB97M-V/def2-TZVPD) on a structure of composition C4H13NO2 in a non-equilibrium geometry.

Structure (ORCA input):
```
! RIJCOSX wB97M-V def2-TZVPD def2/J DEFGRID3
* xyz -1 2
N 2.772 -1.983 -0.869
C 0.343 -1.776 -0.127
C -0.994 1.419 1.886
C -0.733 0.043 1.263
C 0.245 -0.383 0.383
H 1.515 -1.993 -0.313
H 2.940 -2.947 -1.010
H -0.220 -2.548 0.435
H -0.014 -1.838 -1.168
H -1.943 1.750 1.437
H -1.089 1.290 2.961
H -0.257 2.164 1.556
H -1.419 -0.713 1.638
H 1.003 0.286 -0.082
H -2.421 1.234 -2.448
H -1.180 1.444 -1.298
O -2.035 0.832 -1.658
H 3.552 -1.571 -0.372
H 0.057 3.017 -1.412
O -0.119 2.275 -0.803
*
```

Values from the calculation:
Frontier orbital gap (alpha / beta) in eV: 7.72 / 5.91
Relative energy (zero: lowest compared OMol25 entry of this formula, charge and spin) in eV: 2.2741
E in eV: -9940.5232

Atomic partial charges in e from the Löwdin method, atoms 1 to 8: N 0.0133; C -0.1191; C -0.1287; C -0.1602; C -0.1792; H -0.0282; H -0.0427; H 0.0748

---

# 5
ORCA calculation (ωB97M-V/def2-TZVPD) on a cluster of 2 separate species, C4H13NO2 in total in a non-equilibrium geometry.

Structure (ORCA input):
```
! RIJCOSX wB97M-V def2-TZVPD def2/J DEFGRID3
* xyz -1 2
C 2.096 0.143 0.710
N 0.698 0.410 0.416
C -0.452 -0.107 -0.293
C -1.496 0.973 -0.726
C -2.162 1.581 0.467
O -1.367 2.611 1.068
H 2.179 -0.088 1.796
H 2.715 1.000 0.422
H 2.375 -0.742 0.120
H 0.467 1.255 0.914
H -0.987 -0.668 0.444
H -0.215 -0.773 -1.126
H -2.178 0.542 -1.466
H -0.867 1.679 -1.295
H -3.179 1.892 0.184
H -2.196 0.884 1.289
H -0.978 3.328 0.578
H 1.830 -4.275 -0.445
H 2.173 -5.142 -1.710
O 1.542 -4.503 -1.346
*
```

Values from the calculation:
Frontier orbital gap (alpha / beta) in eV: 1.88 / 7.78
Relative energy (zero: lowest compared OMol25 entry of this formula, charge and spin) in eV: 1.8413
E in eV: -9940.9560

Atomic partial charges in e from the natural (NBO) method, atoms 1 to 8: C -0.5916; N -0.7008; C -0.2289; C -0.4612; C -0.0796; O -0.7713; H 0.1650; H 0.1634

---

# 6
ORCA calculation (ωB97M-V/def2-TZVPD) on a cluster of 3 separate species, C4H13NO2 in total in a non-equilibrium geometry.

Structure (ORCA input):
```
! RIJCOSX wB97M-V def2-TZVPD def2/J DEFGRID3
* xyz -1 2
C -1.241 -0.830 0.995
N 1.431 -1.787 -0.590
C 0.983 -0.529 -0.141
C -0.026 -0.084 0.650
C 1.885 0.513 -0.860
H -1.381 -0.967 2.038
H -2.231 -0.303 0.885
H -1.316 -1.906 0.645
H 2.416 -1.855 -0.830
H 0.989 -2.441 0.065
H -0.073 1.089 0.728
H 2.506 1.159 -0.330
H 1.380 1.186 -1.350
H 2.613 -0.182 -1.466
H -1.625 -0.739 -2.329
H -2.630 0.188 -3.097
O -2.431 -0.779 -2.964
H -0.735 2.116 2.835
H -0.325 3.496 2.764
O -0.189 2.656 2.355
*
```

Values from the calculation:
Frontier orbital gap (alpha / beta) in eV: 2.52 / 8.10
Relative energy (zero: lowest compared OMol25 entry of this formula, charge and spin) in eV: 2.2465
E in eV: -9940.5509

Atomic partial charges in e from the natural (NBO) method, atoms 1 to 8: C -0.7934; N -0.8557; C 0.1448; C -0.4132; C -0.6420; H 0.2061; H 0.2155; H 0.1848